A | C4H10N2O2 | wB97M-V/def2-TZVPD

Atoms and positions in Å:
C 0.02 -0.12 0.90
N -1.21 -0.96 0.77
C -2.48 -0.50 0.88
O -2.74 0.60 1.34
C 0.66 -0.05 -0.46
C 1.77 1.02 -0.46
O 2.17 1.50 -1.72
N 1.18 -1.41 -0.80
H 0.53 -0.77 1.62
H -0.28 0.85 1.29
H -1.01 -1.86 0.37
H -3.26 -1.26 0.73
H -0.01 0.11 -1.30
H 1.49 1.87 0.16
H 2.64 0.59 0.05
H 1.69 1.27 -2.53
H 2.05 -1.54 -0.29
H 1.36 -1.43 -1.79

* lowest unoccupied orbital energy: 0.68 eV
* HOMO-LUMO gap: 10.3 eV
* SMILES: N[C@H](CO)CNC=O

***

B | C4H10N2O2 | wB97M-V/def2-TZVPD

Atoms and positions in Å:
C 1.33 -0.08 1.39
C 1.77 0.07 -1.12
C 1.34 -0.78 0.05
O 0.96 -1.92 -0.08
H 1.69 -0.51 -2.04
H 1.20 -0.80 2.19
H 0.49 0.61 1.40
H 2.24 0.50 1.53
H 1.13 0.95 -1.18
H 2.79 0.40 -0.99
N -1.81 -1.39 0.74
C -2.02 1.64 -1.06
O -2.05 -0.39 -0.13
N -1.40 1.19 -0.08
H -0.94 -1.89 0.57
H -2.05 -1.15 1.70
H -2.78 0.89 -1.44
H -1.89 2.65 -1.43

* lowest unoccupied orbital energy: 0.99 eV
* HOMO-LUMO gap: 9.8 eV
* SMILES: CC(C)=O.C=NON

***

C | C4H10N2O2 | wB97M-V/def2-TZVPD

Atoms and positions in Å:
O 1.49 1.41 0.47
C 0.61 0.57 0.48
N 0.16 0.06 1.66
C -1.04 -0.72 1.73
O -2.24 0.02 1.62
C 0.09 0.05 -0.88
C 1.23 -0.80 -1.45
N -0.24 1.29 -1.56
H 0.45 0.57 2.48
H -1.09 -1.56 1.04
H -1.09 -1.12 2.75
H -2.17 0.97 1.50
H -0.78 -0.57 -0.78
H 1.79 -1.30 -0.66
H 0.91 -1.60 -2.13
H 1.90 -0.23 -2.08
H -0.60 1.15 -2.49
H 0.63 1.81 -1.69

* lowest unoccupied orbital energy: 0.88 eV
* HOMO-LUMO gap: 10.4 eV
* SMILES: C[C@H](N)C(=O)NCO

***

Most stable: C. Least stable: B.

***

A | C4H11N3O2 | wB97M-V/def2-TZVPD

Atoms and positions in Å:
C 0.87 -3.13 -1.95
C 0.28 -1.99 -1.18
O -0.78 -1.77 -0.68
O 1.32 -1.16 -0.97
H 0.09 -3.79 -2.17
H 1.35 -3.78 -1.15
H 1.52 -2.80 -2.71
C 1.30 2.17 0.81
C -1.02 1.25 0.76
N -1.89 0.21 0.60
N 0.25 1.24 0.48
N -1.65 2.34 1.42
H -1.94 -0.20 -0.48
H -2.45 -0.29 1.31
H 1.29 -0.21 -0.53
H -0.92 2.62 2.09
H -2.54 2.22 1.87
H 1.04 3.13 0.96
H 2.08 2.14 -0.13
H 1.80 1.80 1.62

* lowest unoccupied orbital energy: 0.83 eV
* HOMO-LUMO gap: 9.3 eV
* SMILES: CN=C(N)N.CC(=O)O

***

B | C4H11N3O2 | wB97M-V/def2-TZVPD

Atoms and positions in Å:
C 2.53 -0.20 -0.33
C 1.83 -0.23 0.97
O 1.82 -1.56 1.35
O 1.50 0.58 1.79
H 1.77 -0.15 -1.11
H 3.25 -1.01 -0.42
H 3.14 0.68 -0.56
C -2.07 1.81 -1.61
C -1.38 -0.14 -0.31
N -1.51 -1.00 0.61
N -1.97 1.10 -0.37
N -0.70 -0.52 -1.51
H -2.10 -0.83 1.41
H 1.18 -1.68 2.02
H -2.39 1.43 0.47
H 0.01 -1.23 -1.40
H -1.36 -0.68 -2.25
H -2.93 1.62 -2.24
H -1.18 1.72 -2.23
H -2.14 2.88 -1.37

* lowest unoccupied orbital energy: 0.82 eV
* HOMO-LUMO gap: 9.7 eV
* SMILES: [H]/N=C(/N)NC.CC(=O)O

***

C | C4H11N3O2 | wB97M-V/def2-TZVPD

Atoms and positions in Å:
C 1.68 -1.61 -2.60
C 0.81 -1.13 -1.54
O -0.12 -0.32 -2.10
O 0.77 -1.44 -0.38
H 1.68 -2.64 -2.45
H 2.78 -1.27 -2.57
H 1.34 -1.51 -3.67
C -0.86 2.06 0.09
C -0.79 0.25 1.66
N -1.10 0.66 0.51
N -0.47 -1.12 2.03
N -0.90 0.99 2.91
H -0.66 0.19 -1.52
H -1.26 2.92 0.66
H -1.29 2.11 -0.94
H -0.87 -1.67 1.32
H 0.57 -1.21 1.99
H -1.01 1.99 2.91
H -0.54 0.50 3.69
H 0.24 2.25 -0.01

* lowest unoccupied orbital energy: 0.82 eV
* HOMO-LUMO gap: 9.6 eV
* SMILES: CN=C(N)N.CC(=O)O

***

D | C4H11N3O2 | wB97M-V/def2-TZVPD

Atoms and positions in Å:
C 2.61 -1.03 -1.77
C 1.50 -1.36 -2.73
O 0.62 -0.33 -2.81
O 1.43 -2.34 -3.41
H 3.00 -0.09 -2.06
H 3.44 -1.71 -1.94
H 2.37 -1.09 -0.73
C -0.78 0.72 3.04
C -1.63 0.79 0.75
N -2.73 0.60 0.16
N -1.45 1.46 1.98
N -0.47 0.33 0.18
H -3.58 0.93 0.59
H -0.02 -0.53 -3.52
H -2.35 1.77 2.29
H 0.40 0.29 0.65
H -0.47 0.14 -0.79
H -1.40 0.53 3.91
H 0.06 1.24 3.47
H -0.55 -0.31 2.74

* lowest unoccupied orbital energy: 0.66 eV
* HOMO-LUMO gap: 9.5 eV
* SMILES: [H]/N=C(/N)NC.CC(=O)O

***

Most stable: D. Least stable: A.

***

A | C4H11N3O2 | wB97M-V/def2-TZVPD

Atoms and positions in Å:
C 1.24 0.83 1.60
C 2.18 1.77 0.90
O 2.56 1.42 -0.36
O 2.74 2.69 1.42
H 0.43 0.47 1.01
H 0.92 1.27 2.53
H 1.89 -0.03 1.76
C -0.16 -0.53 -1.43
C -2.24 -1.37 -0.36
N -3.36 -1.05 0.14
N -1.29 -0.39 -0.54
N -1.82 -2.63 -0.75
H 1.92 1.03 -0.96
H -3.92 -1.89 0.30
H -1.41 0.54 -0.19
H -0.98 -3.04 -0.38
H -2.27 -3.22 -1.42
H -0.34 -1.26 -2.22
H 0.74 -0.90 -0.92
H 0.07 0.36 -1.99

* lowest unoccupied orbital energy: 0.42 eV
* HOMO-LUMO gap: 9.5 eV
* SMILES: [H]/N=C(\N)NC.CC(=O)O

***

B | C4H11N3O2 | wB97M-V/def2-TZVPD

Atoms and positions in Å:
C -2.38 0.07 1.55
C -1.64 -0.05 -0.68
N -1.47 0.43 0.48
N -2.62 -0.92 -1.13
N -0.67 0.10 -1.65
H 1.59 1.43 1.74
H -3.37 0.49 1.39
H -1.93 0.31 2.50
H -3.54 -0.99 -0.73
H -2.28 -1.76 -1.56
H 0.06 0.74 -1.38
H -1.07 0.23 -2.57
H -2.51 -1.02 1.57
C 3.58 -0.33 -0.14
C 2.55 0.78 0.20
O 2.02 0.63 1.40
O 2.48 1.68 -0.59
H 3.46 -1.22 0.49
H 4.49 0.17 0.17
H 3.26 -0.79 -1.07

* lowest unoccupied orbital energy: 0.79 eV
* HOMO-LUMO gap: 9.5 eV
* SMILES: CN=C(N)N.CC(=O)O

***

C | C4H11N3O2 | wB97M-V/def2-TZVPD

Atoms and positions in Å:
C -2.48 1.61 -1.98
C -1.37 0.57 -0.12
N -0.26 1.16 -0.32
N -2.63 0.87 -0.72
N -1.46 -0.47 0.73
H -0.18 1.98 -0.91
H 0.88 0.55 0.45
H -3.07 1.47 -0.03
H -0.63 -0.66 1.28
H -1.95 -1.28 0.44
H -3.35 1.34 -2.58
H -1.73 1.12 -2.60
H -2.40 2.68 -1.91
C 3.41 -1.35 0.49
C 1.95 -1.08 0.70
O 1.60 0.14 1.04
O 1.12 -1.91 0.39
H 3.77 -0.74 -0.33
H 3.51 -2.36 0.11
H 4.07 -1.24 1.35

* lowest unoccupied orbital energy: 0.77 eV
* HOMO-LUMO gap: 10.3 eV
* SMILES: [H]/N=C(/N)NC.CC(=O)O

***

D | C4H11N3O2 | wB97M-V/def2-TZVPD

Atoms and positions in Å:
C 3.50 1.06 0.05
C 2.04 1.04 -0.13
O 1.44 0.00 0.22
O 1.45 1.80 -0.93
H 4.13 0.68 -0.72
H 3.88 0.58 0.97
H 3.86 2.07 -0.08
C -1.20 -1.48 1.60
C -1.70 -0.41 -0.57
N -1.12 0.25 -1.71
N -0.93 -0.75 0.40
N -3.09 -0.46 -0.47
H -0.13 0.33 -1.87
H -1.64 0.98 -2.04
H 0.46 0.04 0.28
H -3.62 0.15 -1.25
H -3.58 -0.93 0.33
H -2.05 -2.03 1.57
H -1.37 -0.68 2.36
H -0.33 -2.23 2.00

* lowest unoccupied orbital energy: 0.66 eV
* HOMO-LUMO gap: 9.5 eV
* SMILES: CN=C(N)N.CC(=O)O

***

Most stable: C. Least stable: D.

***

A | C4H9N2O2 | wB97M-V/def2-TZVPD

Atoms and positions in Å:
C -1.32 -0.50 0.12
C -0.65 -1.50 0.17
C 0.35 -2.55 0.33
C 1.34 0.77 -0.04
N -2.37 0.33 -0.02
N 0.61 2.02 -0.28
O -2.00 1.52 -0.17
O -3.51 -0.06 0.06
H -0.52 1.85 -0.24
H 0.50 -2.76 -0.68
H 0.03 -3.51 0.94
H 1.16 -2.10 0.84
H 0.97 0.00 -0.87
H 2.41 0.92 -0.23
H 1.09 0.39 0.90
H 0.95 2.36 -1.14
H 0.96 2.84 0.31

* total charge: +1
* lowest unoccupied orbital energy: -5.12 eV
* HOMO-LUMO gap: 9.6 eV

***

B | C4H9N2O2 | wB97M-V/def2-TZVPD

Atoms and positions in Å:
C 1.16 -0.69 0.49
C 0.48 -1.89 -0.04
C -0.85 0.79 0.23
C 1.28 1.51 -0.67
N 0.46 0.63 0.14
N -1.56 0.34 1.33
O 2.11 -0.62 1.18
O -0.65 -1.52 -0.78
H 1.19 -2.45 -0.74
H 0.36 -2.50 0.86
H -1.35 1.39 -0.42
H 2.31 1.14 -0.46
H 0.88 1.45 -1.75
H 1.15 2.53 -0.26
H -1.01 -0.12 2.05
H -1.45 -1.68 -0.28
H -2.54 0.67 1.55

* total charge: +1
* lowest unoccupied orbital energy: -4.66 eV
* HOMO-LUMO gap: 10.2 eV
* SMILES: CN(C=[NH2+])C(=O)CO

***

Most stable: B. Least stable: A.

***

A | CHFI2S | wB97M-V/def2-TZVPD

Atoms and positions in Å:
C -0.14 1.58 0.22
F 0.88 1.99 1.01
S 0.75 -2.43 -1.13
I 0.35 0.25 -1.36
I -0.91 -2.63 0.50
H -0.92 1.23 0.77

* lowest unoccupied orbital energy (spin up / spin down): -1.18 / -1.93 eV
* HOMO-LUMO gap (spin up / spin down): 7.6 / 6.7 eV

***

B | CHFI2S | wB97M-V/def2-TZVPD

Atoms and positions in Å:
C 1.64 -0.30 0.02
F 1.34 0.03 1.25
S 1.01 -1.59 -0.79
I -3.03 -0.57 -0.32
I -3.34 2.00 0.12
H 2.38 0.43 -0.28

* lowest unoccupied orbital energy: -1.54 eV
* HOMO-LUMO gap: 7.8 eV
* SMILES: FC=S.II

***

Most stable: B. Least stable: A.

***

A | CH8N2O | wB97M-V/def2-TZVPD

Atoms and positions in Å:
N -1.50 0.19 -1.39
C -0.44 -0.45 -0.61
N -0.38 0.16 0.75
H -2.44 0.00 -1.06
H -1.39 1.21 -1.39
H -0.61 -1.55 -0.52
H 0.47 -0.13 -1.13
H -0.10 1.18 0.72
H -1.20 0.02 1.25
H 2.27 0.02 1.80
H 2.45 -0.58 0.47
O 2.87 -0.07 1.10

* lowest unoccupied orbital energy: 0.96 eV
* HOMO-LUMO gap: 9.9 eV
* SMILES: NCN.O

***

B | CH8N2O | wB97M-V/def2-TZVPD

Atoms and positions in Å:
N 0.55 1.47 2.21
H -0.34 1.91 2.27
H 1.22 1.84 1.55
H 3.52 -2.17 -0.34
H 0.33 0.55 1.85
N -2.11 -0.87 -1.79
C -1.19 -0.04 -1.22
O -1.41 1.21 -0.99
H -3.05 -0.51 -1.59
H 4.03 -2.71 -0.33
H -1.39 -0.34 -0.12
H -0.16 -0.34 -1.49

* lowest unoccupied orbital energy: -2.54 eV
* HOMO-LUMO gap: 7.5 eV

***

C | CH8N2O | wB97M-V/def2-TZVPD

Atoms and positions in Å:
N -0.69 -2.43 1.08
H -1.61 -2.48 0.65
H -0.31 -1.53 0.84
H 1.93 0.68 0.41
H -0.98 -2.30 2.06
N -0.68 2.04 -0.86
C 0.30 1.16 -1.19
O 0.08 0.06 -1.79
H -1.49 1.44 -1.07
H 2.09 0.82 1.12
H 0.03 1.00 -0.02
H 1.34 1.53 -1.23

* lowest unoccupied orbital energy: -1.22 eV
* HOMO-LUMO gap: 9.0 eV

***

D | CH8N2O | wB97M-V/def2-TZVPD

Atoms and positions in Å:
N 2.45 -0.23 0.04
C -0.01 0.00 -0.15
N -0.82 1.10 -0.03
H 3.07 -1.03 0.09
H 3.05 0.58 0.05
H -0.04 -0.31 -1.20
H 1.28 -0.04 0.02
H -0.31 -0.81 0.53
H -0.68 1.71 0.77
H -1.76 0.63 -0.07
H -3.48 -1.12 -0.08
O -2.75 -0.50 0.04

* lowest unoccupied orbital energy: -3.28 eV
* HOMO-LUMO gap: 5.8 eV

***

Most stable: A. Least stable: D.